(1)
DFT (wB97M-V/def2-TZVPD) results for a cluster of 3 separate species, C3H11NO3 in total.

Results
Total charge ... 0
LUMO energy ... -0.177 Ha
Energy ... -401.08183 Ha
Energy relative to the best compared isomer or geometry (same formula, charge and spin) ... 9.013 eV
HOMO level ... -0.3272 hartree

Structure (XYZ):
```
18
C3H11NO3 wB97M-V/def2-TZVPD
C 0.66 -0.74 -0.68
C 0.43 0.59 0.00
C -0.74 0.45 0.91
O -0.44 -0.06 2.14
N -0.52 -1.00 -1.45
H 1.57 -0.76 -1.29
H 0.75 -1.50 0.11
H 1.33 0.85 0.57
H 0.21 1.33 -0.78
H -1.46 -0.27 0.42
H -0.56 -1.85 -1.99
H -1.08 -0.16 -1.80
H 0.60 -0.24 2.28
H -1.36 1.35 1.08
O 1.90 -0.42 2.16
H 2.53 -0.23 2.86
H -2.14 1.53 -2.65
O -1.69 1.12 -1.90
```

***

(2)
DFT (wB97M-V/def2-TZVPD) results for an isolated molecule of C6H4F3NO2.

Results
Total charge ... 0
LUMO energy (spin up / spin down) ... -0.053 / -0.053 Ha
Energy ... -735.58498 Ha
HOMO level (spin up / spin down) ... -0.3569 / -0.3570 hartree

Structure (XYZ):
```
16
C6H4F3NO2 wB97M-V/def2-TZVPD
C -1.00 1.17 0.81
C -0.54 0.05 1.38
C -0.68 0.63 -1.60
C -1.27 1.31 -0.60
C -0.09 -1.19 0.70
C 0.66 -0.97 -0.57
N 2.00 -0.32 -0.37
O 2.06 0.59 0.42
O 2.83 -0.65 -1.15
F -1.92 2.42 -0.93
F 0.87 -1.88 1.53
F 0.63 -2.09 -1.38
H -1.47 2.05 1.34
H -0.31 0.08 2.35
H -0.76 0.75 -2.65
H -1.02 -1.97 0.72
```

***

(3)
DFT (wB97M-V/def2-TZVPD) results for a structure of composition C47H47ClGeN4O5Rh.

Results
Total charge ... +1
LUMO energy ... -0.167 Ha
Energy ... -5061.90053 Ha
HOMO level ... -0.3940 hartree

Structure (XYZ):
```
106
C47H47ClGeN4O5Rh wB97M-V/def2-TZVPD
Rh 1.42 -0.36 -0.36
O -1.01 -2.70 -2.33
C -0.46 -1.77 -1.82
O 0.85 -1.62 -1.69
C -1.19 -0.61 -1.24
C -2.51 -0.29 -1.55
C -3.05 0.83 -0.99
C -2.30 1.64 -0.12
C -2.80 2.84 0.45
C -2.02 3.61 1.26
C -0.69 3.22 1.55
C -0.17 2.06 1.03
C -0.97 1.27 0.18
N -0.47 0.13 -0.40
H -3.03 -0.93 -2.25
H -4.08 1.12 -1.22
H -3.82 3.13 0.23
H -2.40 4.53 1.67
H -0.08 3.84 2.18
H 0.84 1.76 1.25
O 2.52 1.50 -0.53
C 3.09 1.32 0.59
O 2.65 0.34 1.30
C 4.16 2.26 1.02
C 4.78 3.07 -0.13
Ge 3.52 3.95 -1.37
C 4.64 5.40 -2.03
C 4.22 6.74 -1.98
C 5.03 7.76 -2.46
C 6.28 7.47 -2.99
C 6.72 6.15 -3.05
C 5.91 5.13 -2.57
C 2.80 3.13 -3.00
C 3.50 3.19 -4.20
C 2.99 2.58 -5.35
C 1.77 1.93 -5.32
C 1.04 1.89 -4.13
C 1.56 2.48 -2.98
C 2.10 4.83 -0.37
C 0.85 5.12 -0.93
C -0.10 5.84 -0.23
C 0.16 6.28 1.06
C 1.40 6.01 1.64
C 2.35 5.29 0.93
H 4.89 1.68 1.59
H 3.67 2.93 1.72
H 5.42 2.42 -0.74
H 5.40 3.86 0.27
H 3.25 6.98 -1.57
H 4.69 8.79 -2.41
H 6.91 8.27 -3.36
H 7.70 5.92 -3.46
H 6.28 4.11 -2.61
H 4.44 3.71 -4.26
H 3.56 2.61 -6.27
H 1.37 1.47 -6.21
H 0.07 1.41 -4.10
H 0.97 2.47 -2.07
H 0.63 4.80 -1.95
H -1.06 6.07 -0.69
H -0.58 6.85 1.61
H 1.63 6.38 2.63
H 3.33 5.13 1.38
C -2.79 -3.57 0.57
C -3.27 -3.38 2.01
C -3.37 -1.87 2.32
C -4.70 -3.93 2.08
C -2.34 -4.08 3.07
O -2.94 -4.04 4.36
C -1.92 -5.52 2.70
C -3.01 -6.61 2.81
C -3.28 -7.34 1.51
C -4.59 -7.58 1.09
C -4.85 -8.24 -0.11
C -3.80 -8.66 -0.89
Cl -4.11 -9.46 -2.40
C -2.49 -8.46 -0.49
C -2.24 -7.80 0.71
C -1.07 -3.27 3.39
N -0.14 -2.94 2.30
C 0.19 -1.74 1.89
N 1.08 -1.85 0.91
C 1.21 -3.20 0.72
N 0.50 -3.89 1.56
H -3.41 -2.97 -0.09
H -2.89 -4.61 0.24
H -1.76 -3.27 0.41
H -4.20 -1.44 1.76
H -2.47 -1.33 2.02
H -3.56 -1.70 3.38
H -5.33 -3.37 1.39
H -5.13 -3.83 3.08
H -4.75 -4.97 1.77
H -3.60 -4.73 4.43
H -1.10 -5.78 3.36
H -1.51 -5.50 1.69
H -3.96 -6.22 3.18
H -2.68 -7.34 3.55
H -5.42 -7.25 1.70
H -5.87 -8.42 -0.43
H -1.67 -8.81 -1.10
H -1.21 -7.66 1.03
H -0.51 -3.82 4.15
H -1.37 -2.32 3.84
H -0.14 -0.82 2.35
H 1.85 -3.65 -0.03
```

***

(4)
DFT (wB97M-V/def2-TZVPD) results for a cluster of 2 separate species, C14H16O2 in total.

Results
Total charge ... 0
SMILES ... Cc1ccc(O)cc1.Cc1ccc(O)cc1
LUMO energy ... 0.023 Ha
Energy ... -693.52650 Ha
Energy relative to the best compared isomer or geometry (same formula, charge and spin) ... 0.817 eV
HOMO level ... -0.2979 hartree

Structure (XYZ):
```
32
C14H16O2 wB97M-V/def2-TZVPD
C 1.01 -1.02 5.96
C 0.97 -0.11 1.86
C -0.06 0.32 2.65
C 1.98 -0.93 2.35
C -0.20 -0.09 3.99
C 1.86 -1.39 3.65
C 0.88 -0.82 4.46
O 1.11 0.34 0.54
H 1.14 1.30 0.52
H -0.87 0.92 2.27
H 2.75 -1.23 1.66
H -0.99 0.29 4.62
H 2.64 -1.97 4.13
H 1.76 -0.26 6.26
H 1.52 -1.91 6.33
H 0.13 -0.75 6.54
C -1.02 1.73 -5.73
C -1.99 -0.04 -4.18
C -1.02 0.91 -4.46
C -1.95 -0.86 -3.07
C -0.08 1.21 -3.47
C -0.96 -0.56 -2.14
C -0.06 0.47 -2.28
O -0.89 -1.41 -1.04
H -2.79 -0.09 -4.92
H -2.66 -1.63 -2.82
H -1.95 2.30 -5.78
H -0.90 1.14 -6.63
H 0.69 1.92 -3.73
H 0.58 0.79 -1.48
H -0.50 -0.92 -0.30
H -0.11 2.34 -5.73
```

***

(5)
DFT (wB97M-V/def2-TZVPD) results for a structure of composition C21H31CoO3.

Results
Total charge ... 0
LUMO energy (spin up / spin down) ... 0.023 / -0.039 Ha
Energy ... -2426.98151 Ha
Multiplicity ... 5
Energy relative to the best compared isomer or geometry (same formula, charge and spin) ... 0.801 eV
HOMO level (spin up / spin down) ... -0.2225 / -0.2925 hartree

Structure (XYZ):
```
56
C21H31CoO3 wB97M-V/def2-TZVPD
O 1.81 -1.52 -1.46
C 1.34 -2.67 -2.25
C 2.62 -2.70 -3.06
H 0.46 -2.39 -2.84
H 1.15 -3.58 -1.66
C 3.05 -1.47 -2.23
H 2.50 -2.47 -4.12
H 3.27 -3.56 -2.92
C 3.25 -0.28 -3.14
H 2.36 -0.10 -3.76
H 4.10 -0.52 -3.79
H 3.51 0.60 -2.56
C 4.25 -1.64 -1.33
H 4.17 -2.57 -0.75
H 4.31 -0.77 -0.67
H 5.15 -1.65 -1.95
Co -1.89 0.56 1.89
C -1.20 0.43 3.81
C -2.57 0.06 3.66
C -2.63 -1.06 2.75
H -3.41 0.53 4.16
C -1.29 -1.35 2.33
C -0.41 -0.43 2.98
H 0.67 -0.43 2.92
H -0.80 1.20 4.45
H -3.48 -1.68 2.52
H -0.99 -2.17 1.69
C -2.24 2.59 2.07
C -1.02 3.13 2.63
C -0.05 3.19 1.62
H -0.91 3.48 3.65
C -0.61 2.71 0.41
C -1.97 2.34 0.65
H -2.73 2.26 -0.13
H -3.23 2.76 2.48
H 0.96 3.60 1.72
H -0.14 2.75 -0.57
O 1.39 1.10 -1.85
C 1.76 0.88 -0.48
C 0.77 -0.09 0.17
H 1.73 1.86 0.04
H 2.79 0.48 -0.44
C -0.30 -0.40 -0.93
H 0.28 0.47 0.97
H 1.24 -0.98 0.59
C 0.14 0.46 -2.12
H -1.30 -0.08 -0.61
H -0.32 -1.47 -1.14
H -0.60 1.26 -2.27
H 0.20 -0.13 -3.05
C -4.08 -0.38 -0.01
C -3.91 0.50 1.17
O -4.78 1.13 1.70
H -3.40 -0.09 -0.83
H -5.12 -0.27 -0.36
H -3.89 -1.43 0.25
```

***

(6)
DFT (wB97M-V/def2-TZVPD) results for an isolated molecule of C22H25FN4O.

Results
Total charge ... 0
SMILES ... COc1ccc(-c2[nH]ncc2CN2CCCN(c3ccccc3)CC2)c(F)c1
LUMO energy ... 0.024 Ha
Energy ... -1247.43448 Ha
Energy relative to the best compared isomer or geometry (same formula, charge and spin) ... 2.202 eV
HOMO level ... -0.2750 hartree

Structure (XYZ):
```
53
C22H25FN4O wB97M-V/def2-TZVPD
C -2.80 5.02 1.16
H -2.87 5.43 0.14
H -3.24 4.02 1.18
O -1.48 5.02 1.63
C -0.56 4.27 0.97
C -0.80 3.50 -0.17
C 0.22 2.78 -0.75
C 1.52 2.79 -0.25
C 1.74 3.58 0.88
C 0.74 4.30 1.49
H 0.95 4.89 2.37
F 2.97 3.64 1.43
C 2.58 2.01 -0.87
C 2.54 0.82 -1.61
C 3.89 0.57 -1.91
N 4.68 1.50 -1.43
N 3.89 2.36 -0.80
H 4.28 3.15 -0.32
H 4.30 -0.25 -2.47
C 1.39 -0.05 -1.98
N 0.44 -0.21 -0.90
C 0.97 -0.76 0.33
H 1.88 -0.22 0.58
H 0.23 -0.55 1.11
C 1.27 -2.27 0.31
N 0.14 -3.08 -0.06
C -0.90 -3.29 0.82
C -2.11 -3.88 0.40
C -3.12 -4.15 1.29
C -2.99 -3.84 2.64
C -1.81 -3.26 3.07
C -0.79 -2.99 2.18
H 0.11 -2.53 2.57
H -1.68 -3.01 4.11
H -3.79 -4.05 3.33
H -4.04 -4.60 0.93
H -2.27 -4.13 -0.63
C -0.07 -3.18 -1.49
H -0.54 -4.14 -1.72
C -0.90 -2.03 -2.10
H -1.95 -2.31 -2.17
H -0.55 -1.85 -3.12
C -0.85 -0.71 -1.29
H -1.44 -0.84 -0.38
H -1.34 0.06 -1.89
H 0.92 -3.20 -1.95
H 1.65 -2.58 1.29
H 2.08 -2.46 -0.41
H 0.85 0.39 -2.83
H 1.81 -1.01 -2.34
H 0.01 2.20 -1.64
H -1.78 3.46 -0.60
H -3.35 5.67 1.84
```

***

energy of number 5 (C21H31CoO3)?
-2426.98151 Ha

***

Look up the energy of the second one.
-735.58498 Ha